[1]
Formula: C5H13N
Source: OMol25
Level of theory: wB97M-V/def2-TZVPD

Each line ends with the Löwdin charge.
Element x y z (Å)
1 C 1.37 -0.94 -0.84  -0.087
2 H -0.84 2.26 -0.95  -0.083
3 H -0.36 -2.74 0.02  0.071
4 H 2.14 -1.28 -0.13  0.077
5 H -0.59 -1.80 1.53  0.071
6 H 0.52 2.25 -1.91  -0.072
7 H -1.78 0.75 1.03  0.118
8 H -0.01 1.56 0.32  0.182
9 H 1.21 0.33 1.55  0.151
10 H -0.35 0.15 -0.92  0.067
11 C -0.80 1.06 1.35  0.024
12 C -0.70 -1.81 0.44  -0.043
13 C 0.07 -0.59 -0.12  -0.467
14 H 1.72 -0.09 -1.40  0.058
15 N -0.20 1.67 -1.50  -0.169
16 C 0.31 0.38 0.96  -0.161
17 H -1.77 -1.69 0.24  0.077
18 H 1.20 -1.66 -1.65  0.082
19 H -0.75 1.56 2.32  0.103

The HOMO energy comes out at -7.27 eV. As for the spin multiplicity: 1. The calculation puts the relative energy (zero: lowest compared OMol25 entry of this formula, charge and spin) at 6.004 eV. Its total energy is -252.84243 Eh.

[2]
Formula: C5H13N
Source: OMol25
Level of theory: wB97M-V/def2-TZVPD

Each line ends with the Löwdin spin population.
Element x y z (Å)
1 H 0.32 -0.62 -1.81  0.007
2 N -0.38 -0.44 1.55  0.652
3 H 2.65 1.62 -0.95  0.000
4 H -0.84 0.15 2.19  0.021
5 H -2.63 -2.10 0.00  0.010
6 H 1.33 -0.81 -0.35  -0.002
7 H 0.30 -1.24 1.84  0.006
8 H -1.09 -2.34 -1.02  0.001
9 C -0.92 -0.62 0.21  0.099
10 C -1.50 -2.01 -0.10  0.066
11 H -1.29 -2.73 0.90  -0.002
12 H -0.15 1.82 -1.47  0.000
13 C 0.32 1.32 -0.64  0.014
14 H 1.59 2.87 -0.19  0.003
15 H -1.71 0.17 0.09  -0.001
16 C 0.34 -0.24 -0.75  0.106
17 H -0.14 1.85 0.20  0.002
18 H 1.95 1.49 0.62  0.001
19 C 1.85 1.85 -0.32  0.018

The HOMO energy (spin up / spin down) comes out at -14.78 / -14.77 eV. As for the spin multiplicity: 2. The calculation puts the relative energy (zero: lowest compared OMol25 entry of this formula, charge and spin) at 2.605 eV. The total charge is +1. Its total energy is -252.65730 Eh.